Entry 1:
# CH3F3OSi

A cluster of 2 separate species, CH3F3OSi in total (the ωB97M-V functional and the def2-TZVPD basis, OMol25).

Calculated values
Energy, hartree: -704.3302
Net charge: 0
HOMO-LUMO gap (spin up / spin down), eV: 9.39 / 9.39
2S+1: 1
LUMO level (spin up / spin down), eV: -1.52 / -1.52

```
9
Properties=species:S:1:pos:R:3:forces:R:3
F -1.438 1.238 -0.877 0.28 0.17 0.02
O 1.506 1.058 0.805 -1.80 -2.79 -0.08
F -1.702 -0.157 1.317 0.28 0.57 0.72
C 0.661 -0.655 -0.131 1.40 5.09 -1.06
H 1.935 1.713 0.238 -0.26 -0.50 -0.86
H 0.891 -1.391 0.563 0.83 -1.17 1.24
Si -1.115 -0.100 -0.131 -1.06 -1.39 -0.50
H 1.350 -0.482 -0.987 -0.84 -0.72 0.60
F -2.087 -1.225 -0.797 1.18 0.74 -0.09
```
Forces are in eV/Å.

=====

Entry 2:
# C6H10O

An isolated molecule of C6H10O (the ωB97M-V functional and the def2-TZVPD basis, OMol25).

Calculated values
Energy, hartree: -309.7600
SMILES string: C=CCOC(=C)C
Net charge: 0
HOMO-LUMO gap, eV: 8.95
2S+1: 1
LUMO level, eV: 1.08

```
17
Properties=species:S:1:pos:R:3:forces:R:3
H -0.933 -2.144 0.720 0.00 0.21 -0.11
C -1.729 0.581 -1.163 -0.12 -0.20 0.13
C -1.388 -0.645 -0.777 -0.73 0.19 -0.07
H -2.022 -0.849 1.241 0.22 -0.06 0.11
C 1.802 1.149 1.082 0.01 0.24 0.07
C 0.933 0.091 0.505 0.27 0.14 -0.17
H -1.661 1.425 -0.479 -0.20 -0.12 -0.05
H 0.823 -1.428 -0.830 -0.79 -0.52 -0.76
H -1.999 0.797 -2.193 0.09 -0.04 0.12
H 2.086 0.850 2.097 -0.07 0.13 -0.10
H 1.487 0.134 -1.561 0.72 -0.13 0.27
H -1.361 -1.446 -1.513 -0.17 0.11 0.10
H 1.339 2.138 1.121 -0.06 0.00 0.12
C -1.119 -1.062 0.662 -0.15 -0.09 -0.03
O -0.052 -0.373 1.329 0.19 0.09 -0.08
C 1.081 -0.404 -0.719 0.95 -0.15 0.28
H 2.712 1.186 0.477 -0.16 0.20 0.17
```
Forces are in eV/Å.

=====

Entry 3:
# C5H5N5O3

An isolated molecule of C5H5N5O3 (the ωB97M-V functional and the def2-TZVPD basis, OMol25).

Calculated values
Energy, hartree: -692.8502
SMILES string: O=[N+]([O-])C1=C(O)CCn2nnnc21
Net charge: 0
HOMO-LUMO gap, eV: 9.73
2S+1: 1
LUMO level, eV: -0.07

```
18
Properties=species:S:1:pos:R:3:forces:R:3
O -1.885 -0.206 2.678 0.18 -0.36 0.87
O 0.275 1.991 1.512 -0.32 -1.15 0.65
N -1.794 -1.769 -0.559 -0.53 -0.68 -0.70
C -0.683 0.154 0.679 -2.36 -0.83 -0.01
N -1.282 -2.594 -1.511 2.17 0.81 -0.30
C 1.230 0.932 -0.569 2.27 0.37 -0.69
C 0.230 1.091 0.508 0.06 0.41 1.23
H 0.946 1.390 -1.530 -0.35 -0.17 0.27
H 0.502 2.871 1.314 0.67 1.65 -0.88
H 1.752 -0.928 0.320 0.65 0.11 -1.28
C -0.852 -0.935 -0.283 1.69 0.90 1.09
N 0.269 -1.210 -0.968 -3.76 -2.57 -1.93
H 2.256 1.398 -0.364 -1.51 -0.53 0.24
N -1.852 0.371 1.636 1.34 -0.35 -1.71
C 1.468 -0.591 -0.724 0.86 1.98 2.75
H 2.135 -0.755 -1.499 1.53 -0.71 -1.13
N -0.018 -2.281 -1.793 -1.74 0.45 1.47
O -2.698 1.072 1.154 -0.85 0.69 0.06
```
Forces are in eV/Å.

=====

Entry 4:
# C25H48BaCl3N4O3SSi

A structure of composition C25H48BaCl3N4O3SSi (the ωB97M-V functional and the def2-TZVPD basis, OMol25).

Calculated values
Energy, hartree: -3520.1708
Net charge: -1
HOMO-LUMO gap, eV: 5.76
2S+1: 1
LUMO level, eV: 1.95

```
86
Properties=species:S:1:pos:R:3:forces:R:3
H 3.468 -1.361 -3.724 0.04 0.17 0.24
H 0.196 -5.806 -4.305 -0.13 0.14 -0.15
H -1.551 -5.761 -4.529 0.15 0.09 -0.08
H -2.506 -1.673 -3.786 0.12 -0.03 -0.02
N 1.484 0.278 3.897 0.00 -0.38 0.34
H -1.344 6.673 2.747 0.04 -0.05 -0.27
C -1.060 6.273 1.763 0.06 -0.25 0.09
H -0.539 -4.460 -5.222 -0.01 -0.29 0.24
H -3.025 -3.103 0.015 0.24 -0.29 0.01
C 0.307 -4.892 0.896 -0.12 0.14 0.12
H 1.839 3.713 -4.683 -0.12 0.08 0.23
C 2.773 0.050 3.247 0.04 0.16 -0.07
Cl 2.934 2.655 -1.024 -0.14 0.31 0.00
H 2.489 -0.051 5.719 -0.29 0.00 -0.14
O -0.005 -1.445 -1.764 2.31 1.39 0.24
C 1.564 0.418 5.350 0.29 0.34 0.00
H -1.471 5.348 -2.736 0.00 -0.28 0.06
Cl -2.466 0.223 -0.056 -0.14 0.68 0.14
H -2.185 1.321 4.656 0.23 0.17 -0.04
C -1.987 -0.760 3.435 -0.14 -0.05 -0.26
H 3.563 -3.995 -1.343 -0.07 -0.03 -0.29
C -1.638 -2.263 -4.101 0.08 0.14 -0.25
H 0.823 5.475 3.570 0.08 -0.09 -0.10
H -3.045 -5.067 1.575 0.41 0.11 -0.03
H 1.634 5.670 1.993 -0.09 -0.18 0.12
N -0.353 5.009 1.915 0.10 0.24 0.10
H 1.194 -3.435 -0.473 -0.46 -0.33 0.13
H -1.480 3.888 -1.695 -0.09 0.11 -0.19
C -0.667 -5.126 -4.355 -0.02 -0.28 -0.28
H 2.169 -3.907 -2.466 0.17 0.15 0.05
O -0.246 2.779 1.422 -1.10 2.07 0.21
H -0.421 7.005 1.248 -0.21 -0.20 0.10
C 2.785 -1.100 -2.904 -0.31 -0.01 -0.11
H -0.630 2.963 -6.361 -0.15 0.08 0.16
H -1.917 -1.708 -1.482 -0.37 -0.70 0.03
C -0.999 -2.316 -1.629 -1.77 -0.01 0.45
C 0.281 -3.844 -0.026 -0.11 -0.09 0.08
H -0.590 -4.976 -2.172 0.13 0.42 -0.22
H 2.729 0.317 2.187 0.05 -0.10 0.23
H 1.613 1.484 5.607 -0.03 -0.15 0.21
Si -0.488 3.421 -3.922 0.21 -0.75 0.40
C -1.108 1.291 4.464 -0.21 -0.07 0.21
H -1.457 4.475 -5.926 0.03 -0.15 0.05
C -0.781 -4.373 -3.066 -0.45 0.36 0.03
C 0.944 5.040 2.570 0.08 0.20 -0.02
Cl -0.336 1.371 -3.306 -0.32 0.80 -0.94
H 1.735 3.882 -2.913 -0.12 0.04 -0.20
H -0.891 -6.225 2.122 0.07 0.21 -0.05
C 3.137 -3.456 -2.198 -0.24 0.12 0.07
H -0.601 1.481 5.414 -0.11 0.15 -0.20
C -1.636 4.259 -2.716 -0.19 0.22 0.04
Ba 0.478 1.007 -0.417 0.01 -1.87 0.04
H -1.729 -1.821 3.341 -0.30 0.28 0.00
H 1.266 -5.333 1.181 -0.31 0.03 -0.05
H 3.091 -1.003 3.311 -0.15 0.24 0.02
H -2.682 4.078 -3.004 0.25 -0.05 0.21
N 2.982 -2.060 -1.824 0.48 -0.03 0.45
H -2.795 -0.608 4.156 -0.01 -0.17 -0.10
H 3.164 -2.560 0.168 0.01 0.31 -0.19
C 2.986 -1.706 -0.520 -0.37 0.87 -0.44
H -2.240 2.912 -5.591 0.32 0.15 0.00
H -0.872 -1.554 -4.447 -0.15 -0.14 0.11
H -0.856 2.081 3.740 0.04 -0.29 0.12
H 1.355 4.032 2.643 -0.16 0.15 -0.08
H 3.803 -3.533 -3.067 -0.01 -0.01 0.25
C -0.843 3.880 1.402 0.84 -1.69 -0.16
N -0.824 -0.053 3.960 0.34 0.35 -0.04
H -1.959 6.080 1.169 0.13 0.24 0.13
O 2.800 -0.556 -0.098 0.23 -1.05 -0.45
H 0.702 -0.040 5.845 0.25 0.03 -0.16
H -1.936 -2.910 -4.929 -0.04 0.20 -0.11
S 0.475 -1.329 2.023 0.10 0.12 0.38
H 1.166 5.211 -3.989 0.10 -0.23 0.04
C -0.930 -3.272 -0.409 -0.12 0.20 -0.61
C -0.889 -5.362 1.457 -0.09 0.18 -0.28
H -1.841 4.011 0.943 0.20 -0.27 0.04
C -1.273 3.439 -5.610 -0.10 -0.12 -0.26
C -2.099 -4.725 1.140 0.18 0.10 0.04
C 0.375 -0.314 3.356 -0.05 -0.30 -0.47
H -2.273 -0.369 2.441 0.03 -0.27 0.31
C 1.228 4.117 -3.862 0.03 0.19 -0.26
H 1.755 -1.168 -3.290 0.17 0.02 0.36
H 3.508 0.683 3.755 -0.07 -0.04 -0.12
C -1.161 -3.089 -2.955 0.59 -0.91 1.01
H 2.981 -0.079 -2.547 0.00 -0.32 -0.04
C -2.107 -3.653 0.246 0.20 -0.19 -0.18
```
Forces are in eV/Å.

=====

Entry 5:
# C2H4N2O2

An isolated molecule of C2H4N2O2 (the ωB97M-V functional and the def2-TZVPD basis, OMol25).

Calculated values
Energy, hartree: -338.5494
SMILES string: O=CNNC=O
Net charge: 0
HOMO-LUMO gap, eV: 11.23
2S+1: 1
LUMO level, eV: 0.70

```
10
Properties=species:S:1:pos:R:3:forces:R:3
O -2.895 -0.215 0.021 2.59 1.87 -0.32
C 1.822 -0.219 -0.338 0.67 0.06 0.99
N -0.558 -0.349 0.138 -3.55 -0.33 -0.58
H 1.496 -0.999 -1.083 1.08 0.40 0.21
H 0.781 0.748 1.065 -0.11 0.27 -1.69
H -0.672 -1.176 0.806 0.38 1.70 -1.21
C -1.821 0.366 -0.159 -0.23 -2.63 0.14
H -1.685 1.397 -0.650 0.02 -1.37 0.79
N 0.576 0.409 0.077 3.32 0.69 3.41
O 2.955 0.037 0.123 -4.16 -0.66 -1.74
```
Forces are in eV/Å.

=====

Entry 6:
# C33H44CoN2O3P2S

A structure of composition C33H44CoN2O3P2S (the ωB97M-V functional and the def2-TZVPD basis, OMol25).

Calculated values
Energy, hartree: -4082.5083
Net charge: +1
HOMO-LUMO gap (spin up / spin down), eV: 8.22 / 6.73
2S+1: 5
LUMO level (spin up / spin down), eV: -1.99 / -4.73

```
86
Properties=species:S:1:pos:R:3:forces:R:3
H 2.227 -0.717 -4.285 0.05 -0.07 -0.07
C 3.142 3.637 -1.758 -0.08 -0.04 0.01
C -3.446 0.527 -1.754 0.06 0.12 0.04
O 1.188 -2.592 2.085 -0.09 -0.19 0.01
C 1.860 4.190 -1.771 0.03 -0.10 0.01
S -0.584 -2.784 -1.222 0.28 0.20 -0.03
H -2.398 -3.759 1.040 0.00 -0.01 -0.05
H -0.216 3.921 -1.376 -0.03 0.05 0.01
C 1.010 -5.536 1.367 -0.08 0.35 -0.17
H 4.028 0.467 2.572 0.09 0.01 0.05
H -0.858 -5.979 -2.024 -0.10 -0.06 -0.16
H -2.564 0.153 -2.275 -0.02 0.02 -0.09
H -4.099 4.911 3.071 -0.03 0.04 0.07
C -0.154 -4.637 -0.511 -0.03 0.08 0.08
O -2.473 -2.798 1.044 -0.35 -0.54 -0.06
H 3.333 -2.369 1.217 -0.02 -0.06 0.05
C -3.733 -0.355 -0.538 0.22 -0.07 -0.09
C 0.648 -3.023 1.072 0.07 0.29 0.13
C 2.759 -0.918 -2.200 -0.25 0.10 0.18
C -2.228 1.538 0.828 0.15 -0.04 -0.11
H -1.756 5.221 1.831 0.01 0.12 0.05
C -1.675 -0.074 3.253 -0.09 0.06 -0.04
H 2.434 -0.263 2.381 -0.07 -0.04 0.07
H 3.152 -2.793 -3.163 0.03 -0.07 -0.08
C -0.848 3.508 0.969 0.08 0.18 0.08
H -4.530 0.092 0.071 0.14 -0.01 -0.03
C 4.135 -1.731 0.853 -0.01 -0.05 -0.14
Co -0.020 -0.351 -0.074 0.31 -0.93 0.58
H -1.899 0.990 3.297 0.07 -0.01 0.09
H -3.271 1.564 -1.470 -0.01 0.05 -0.08
C 2.642 -2.438 -2.270 0.06 0.04 0.16
N -0.063 1.476 -0.171 -0.22 0.91 -0.13
H -5.053 -1.611 -1.651 -0.04 0.04 -0.08
H 0.877 -0.503 -3.169 -0.01 0.00 -0.07
H 3.076 -2.938 -1.409 0.05 -0.10 0.06
H -1.771 -0.484 4.257 0.02 -0.05 0.06
H 2.067 0.786 -3.379 0.01 0.01 -0.09
C -3.286 2.259 1.353 0.18 0.03 -0.09
C 3.630 -0.318 0.593 -0.37 -0.07 0.03
H 2.768 1.340 1.696 -0.01 0.10 0.10
C -4.187 -1.729 -1.002 -0.06 -0.03 0.20
C -2.402 -2.312 2.370 0.03 0.05 0.34
C -1.905 4.201 1.509 0.13 -0.09 -0.03
P -2.210 -0.264 0.538 -0.82 0.61 0.66
H 1.536 -5.375 2.297 0.06 -0.05 0.07
C 1.936 -0.293 -3.326 -0.01 0.14 0.01
H 1.238 -7.655 1.317 0.00 -0.09 0.06
H -3.400 -2.218 -1.566 0.05 -0.11 -0.10
H 4.906 -1.702 1.622 0.05 0.03 0.03
H 5.180 4.208 -1.483 0.06 0.04 0.00
H 4.623 4.295 -3.150 0.06 0.03 -0.08
H 0.123 3.974 0.910 0.00 0.06 0.01
C 3.270 2.291 -1.426 -0.20 0.07 0.08
N 0.121 -2.209 0.130 0.07 -0.45 -0.03
H -4.288 0.501 -2.442 -0.06 -0.01 -0.02
H 4.106 5.522 -1.990 0.09 0.04 -0.03
H 4.574 -2.177 -0.037 0.04 -0.03 -0.03
C -3.163 3.612 1.653 0.04 -0.11 -0.04
H -5.207 3.792 2.257 -0.09 0.03 0.03
H -3.166 -2.788 2.995 0.08 0.11 -0.01
C 4.331 4.465 -2.114 0.05 0.00 -0.11
H 1.725 5.198 -2.135 -0.02 0.11 -0.01
C 0.768 3.482 -1.323 -0.14 -0.03 -0.07
H -4.468 -2.364 -0.170 -0.02 -0.10 0.01
H -1.416 -2.531 2.799 -0.07 0.08 0.00
C -0.346 -5.863 -1.084 -0.09 -0.19 -0.05
C -4.326 4.416 2.128 0.00 0.02 0.02
P 2.181 -0.204 -0.575 0.96 0.22 -0.46
C 0.503 -4.434 0.681 0.12 -0.38 0.17
C 2.183 1.566 -0.973 -0.22 -0.08 0.16
H -3.658 -0.544 2.496 0.09 0.00 -0.08
H 4.432 0.267 0.123 -0.18 -0.02 -0.01
C 0.836 -6.790 0.812 0.00 -0.24 0.10
O -0.788 -1.360 -1.832 -0.33 -0.49 -0.70
H 4.235 1.813 -1.523 0.13 -0.03 0.05
H -0.636 -0.205 2.932 0.02 -0.01 0.09
C -2.613 -0.800 2.289 0.20 -0.14 -0.32
C -1.016 2.184 0.519 -0.61 0.31 0.39
H 1.596 -2.734 -2.342 0.10 -0.02 -0.09
H 0.010 -7.950 -0.795 0.04 -0.10 -0.02
H -4.549 5.193 1.398 -0.10 0.06 0.00
H 3.814 -0.628 -2.296 -0.08 0.02 0.07
C 0.927 2.182 -0.814 0.84 0.42 -0.42
C 0.154 -6.960 -0.387 -0.01 0.13 -0.10
C 3.188 0.352 1.892 -0.04 0.06 -0.08
H -4.235 1.773 1.530 -0.11 -0.08 0.06
```
Forces are in eV/Å.